{
  "formula": "C23H47GeO3PPt",
  "method": "ωB97M-V/def2-TZVPD",
  "e_above_lowest_kj_mol": 198.16,
  "homo_energy_ev": -14.8,
  "total_charge": 2,
  "total_energy_ha": -3667.3255,
  "fmax_ev_per_a": 1.92,
  "lumo_energy_ev": -8.11,
  "species": ["Pt", "C", "C", "C", "C", "C", "C", "C", "C", "C", "H", "H", "H", "H", "H", "H", "H", "H", "H", "H", "H", "H", "C", "Ge", "C", "C", "C", "H", "H", "H", "H", "H", "H", "H", "H", "H", "H", "H", "C", "C", "O", "P", "O", "C", "C", "O", "C", "C", "H", "H", "H", "H", "H", "H", "H", "H", "H", "H", "H", "H", "H", "H", "H", "C", "C", "C", "C", "H", "H", "H", "H", "H", "H", "H", "H", "H"],
  "positions_angstrom": [[-0.829, 0.447, 0.474], [0.913, -1.333, 3.636], [1.304, -0.347, 2.573], [2.433, -0.549, 1.778], [2.869, 0.421, 0.898], [4.066, 0.192, 0.019], [2.210, 1.676, 0.875], [1.120, 1.931, 1.678], [0.621, 3.337, 1.906], [0.591, 0.855, 2.428], [1.422, -1.060, 4.564], [1.221, -2.349, 3.389], [-0.158, -1.319, 3.844], [2.987, -1.479, 1.864], [4.949, 0.664, 0.459], [3.926, 0.640, -0.967], [4.284, -0.868, -0.097], [2.618, 2.478, 0.264], [1.229, 3.786, 2.693], [-0.416, 3.360, 2.252], [0.717, 3.963, 1.019], [-0.168, 1.075, 3.178], [-0.449, -4.235, -0.413], [-0.693, -2.679, -1.532], [0.392, -2.754, -3.133], [-2.566, -2.639, -2.036], [0.037, -1.113, -0.489], [-0.704, -5.108, -1.014], [-1.105, -4.204, 0.458], [0.582, -4.337, -0.073], [-0.075, -3.478, -3.804], [1.402, -3.095, -2.906], [0.442, -1.790, -3.640], [-2.733, -3.512, -2.669], [-2.812, -1.762, -2.620], [-3.228, -2.716, -1.172], [0.792, -0.558, -1.052], [0.476, -1.512, 0.424], [-2.155, 5.733, -0.482], [-2.518, 4.291, -0.260], [-1.418, 3.470, -0.814], [-1.373, 1.970, -1.218], [-2.668, 1.823, -2.072], [-3.237, 0.554, -2.500], [-4.637, 0.797, -2.993], [-0.084, 1.827, -2.061], [0.144, 2.518, -3.364], [0.832, 3.841, -3.167], [-2.986, 6.362, -0.158], [-1.973, 5.930, -1.540], [-1.267, 6.009, 0.087], [-3.437, 4.020, -0.773], [-2.608, 4.063, 0.794], [-3.219, -0.115, -1.644], [-2.598, 0.143, -3.283], [-5.270, 1.186, -2.194], [-5.065, -0.139, -3.354], [-4.635, 1.514, -3.814], [-0.816, 2.619, -3.867], [0.761, 1.822, -3.919], [0.202, 4.549, -2.631], [1.059, 4.261, -4.148], [1.770, 3.718, -2.624], [-4.896, -0.368, 1.394], [-3.544, 0.191, 1.845], [-3.460, 1.679, 1.532], [-2.435, -0.608, 1.194], [-5.704, 0.153, 1.911], [-4.991, -1.432, 1.615], [-5.030, -0.224, 0.317], [-3.460, 0.077, 2.927], [-3.572, 1.841, 0.460], [-2.509, 2.111, 1.880], [-4.264, 2.222, 2.032], [-2.745, -1.094, 0.277], [-1.911, -1.309, 1.851]]
}